Entry 1:
{"formula": "C3H7N3O", "method": "ωB97M-V with the def2-TZVPD basis set", "symbols": ["C", "N", "C", "O", "N", "C", "N", "H", "H", "H", "H", "H", "H", "H"], "positions_angstrom": [[2.58, 0.16, 0.18], [1.20, 0.11, 0.61], [0.17, 0.11, -0.28], [0.31, 0.19, -1.49], [-1.09, 0.00, 0.31], [-2.24, -0.13, -0.44], [-3.35, -0.40, 0.13], [2.58, 0.03, -0.91], [3.15, -0.66, 0.63], [3.05, 1.11, 0.42], [1.00, 0.10, 1.60], [-1.20, -0.18, 1.30], [-2.06, 0.01, -1.51], [-4.09, -0.46, -0.56]], "nbo_charge": [-0.418, -0.624, 0.789, -0.650, -0.649, 0.281, -0.690, 0.243, 0.196, 0.194, 0.389, 0.403, 0.191, 0.346], "gap_ev": 10.39, "e_lumo_ev": 0.8, "smiles": "[H]/N=C/NC(=O)NC", "e_homo_ha": -0.353}

---

Entry 2:
{"formula": "C3H7N3O", "method": "ωB97M-V with the def2-TZVPD basis set", "symbols": ["C", "C", "N", "C", "O", "N", "N", "H", "H", "H", "H", "H", "H", "H"], "positions_angstrom": [[1.46, -1.48, 0.52], [-0.99, 0.50, -0.01], [-2.19, 1.02, -0.43], [-0.28, 0.22, 1.10], [0.56, 0.70, -1.89], [0.02, -0.05, -0.85], [0.87, -0.17, 0.33], [0.93, 1.53, -1.53], [-2.65, 1.61, 0.25], [-2.17, 1.40, -1.36], [-0.42, 0.14, 2.15], [1.96, -1.49, 1.49], [0.71, -2.28, 0.50], [2.19, -1.65, -0.27]], "nbo_charge": [-0.424, 0.251, -0.813, -0.197, -0.557, -0.011, -0.287, 0.452, 0.390, 0.392, 0.211, 0.203, 0.180, 0.211], "gap_ev": 8.61, "e_lumo_ev": 1.0, "smiles": "Cn1cc(N)n1O", "e_homo_ha": -0.281}

---

Entry 3:
{"formula": "C3H7N3O", "method": "ωB97M-V with the def2-TZVPD basis set", "symbols": ["C", "C", "N", "N", "N", "C", "O", "H", "H", "H", "H", "H", "H", "H"], "positions_angstrom": [[0.25, 1.75, 0.43], [0.25, 0.00, 0.12], [1.36, 0.86, -0.71], [0.64, -0.72, 1.24], [-1.76, -1.35, -0.19], [-0.81, -0.43, -0.65], [-0.37, 2.65, -0.02], [1.24, 0.98, -1.71], [2.29, 0.57, -0.43], [1.04, -0.14, 1.98], [1.19, -1.55, 1.05], [-2.72, -1.04, -0.29], [-1.57, -1.67, 0.75], [-1.04, 0.07, -1.58]], "nbo_charge": [0.384, 0.169, -0.792, -0.846, -0.801, -0.036, -0.581, 0.388, 0.389, 0.390, 0.379, 0.375, 0.387, 0.195], "gap_ev": [7.90, 7.90], "e_lumo_ev": [0.9, 0.9], "e_homo_ha": [-0.258, -0.258]}

---

Entry 4:
{"formula": "C3H7N3O", "method": "ωB97M-V with the def2-TZVPD basis set", "symbols": ["C", "C", "C", "N", "N", "N", "O", "H", "H", "H", "H", "H", "H", "H"], "positions_angstrom": [[0.86, -0.84, -0.40], [1.15, 1.67, -0.61], [-1.77, -1.08, -0.60], [0.89, -1.13, 0.83], [-1.94, -0.01, 1.54], [-1.98, -0.64, 0.48], [0.95, 0.31, -1.15], [1.61, 2.18, -1.50], [1.88, 1.66, 0.35], [0.13, 2.14, -0.37], [0.91, -1.66, -1.08], [-2.25, -1.82, -1.16], [1.05, -0.28, 1.36], [-1.49, -0.50, 2.31]], "nbo_charge": [0.426, -0.282, -0.039, -0.719, -0.519, 0.007, -0.536, 0.210, 0.187, 0.203, 0.158, 0.217, 0.330, 0.360], "gap_ev": 9.88, "e_lumo_ev": 0.9, "e_homo_ha": -0.329}

---

Entry 5:
{"formula": "C3H7N3O", "method": "ωB97M-V with the def2-TZVPD basis set", "symbols": ["C", "N", "C", "O", "N", "C", "N", "H", "H", "H", "H", "H", "H", "H"], "positions_angstrom": [[2.62, 0.16, 0.07], [1.24, -0.11, 0.39], [0.26, 0.08, -0.56], [0.49, 0.38, -1.72], [-1.03, -0.12, -0.05], [-2.26, -0.03, -0.68], [-3.30, -0.04, 0.07], [2.78, -0.08, -0.99], [3.27, -0.47, 0.68], [2.89, 1.21, 0.22], [0.98, -0.09, 1.36], [-1.14, -0.46, 0.90], [-2.66, -0.63, -1.49], [-4.10, 0.05, -0.56]], "nbo_charge": [-0.414, -0.632, 0.791, -0.631, -0.663, 0.229, -0.634, 0.234, 0.201, 0.190, 0.386, 0.402, 0.204, 0.337], "gap_ev": 10.55, "e_lumo_ev": 0.8, "smiles": "[H]/N=C/NC(=O)NC", "e_homo_ha": -0.358}

---

Entry 6:
{"formula": "C3H7N3O", "method": "ωB97M-V with the def2-TZVPD basis set", "symbols": ["C", "C", "C", "H", "H", "H", "H", "H", "H", "H", "N", "N", "N", "O"], "positions_angstrom": [[0.26, -0.44, -1.32], [1.06, 0.20, 0.80], [-2.37, 0.51, 1.48], [0.58, -1.47, -1.23], [0.02, -0.33, -2.45], [-0.84, -0.59, -0.83], [2.72, 0.60, -1.97], [1.93, -0.28, 1.27], [-2.66, -0.02, 2.57], [-3.06, 0.41, 0.53], [1.06, 0.53, -0.54], [0.08, 0.25, 1.68], [-1.09, 0.63, 0.91], [2.33, 0.00, -0.90]], "nbo_charge": [-0.466, 0.251, -0.136, 0.199, 0.221, 0.233, 0.466, 0.215, 0.195, 0.208, -0.164, -0.323, -0.324, -0.575], "gap_ev": 9.16, "e_lumo_ev": 0.2, "e_homo_ha": -0.331}

---

Entry 7:
{"formula": "C3H7N3O", "method": "ωB97M-V with the def2-TZVPD basis set", "symbols": ["C", "C", "C", "N", "N", "N", "O", "H", "H", "H", "H", "H", "H", "H"], "positions_angstrom": [[-1.89, 0.42, 0.15], [0.79, 0.27, 0.96], [-0.65, -0.48, 0.30], [1.73, -0.27, 0.10], [-0.25, -0.61, -1.02], [1.03, -0.13, -1.20], [-2.98, -0.07, 0.05], [-1.62, 1.53, -0.01], [0.46, 1.39, 0.72], [0.99, 0.07, 2.03], [-0.76, -1.44, 0.77], [2.72, -0.05, -0.07], [-0.53, -1.46, -1.46], [0.97, 0.84, -1.33]], "nbo_charge": [-0.032, -0.211, -0.071, -0.518, -0.450, -0.290, -0.311, 0.213, 0.141, 0.221, 0.211, 0.398, 0.379, 0.321], "gap_ev": [6.53, 7.01], "spin_multiplicity": 3, "s_squared": 2.008, "e_lumo_ev": [1.0, -2.2], "e_homo_ha": [-0.202, -0.337]}

---

Entry 8:
{"formula": "C3H7N3O2", "method": "ωB97M-V with the def2-TZVPD basis set", "symbols": ["C", "C", "N", "N", "C", "O", "N", "O", "H", "H", "H", "H", "H", "H", "H"], "positions_angstrom": [[0.45, 0.00, 0.16], [1.02, 0.61, -1.09], [0.27, 0.99, 1.20], [1.13, -1.13, 0.71], [-1.11, -0.26, -0.45], [0.09, 1.69, -1.36], [-1.86, -1.01, 0.27], [1.66, 0.08, -1.97], [-0.16, 2.11, -0.51], [-0.35, 0.56, 1.89], [1.19, 1.12, 1.64], [1.42, -1.74, -0.06], [0.44, -1.68, 1.23], [-2.69, -1.31, -0.24], [-1.50, -0.01, -1.45]], "nbo_charge": [0.116, 0.768, -0.849, -0.821, 0.116, -0.729, -0.651, -0.522, 0.508, 0.379, 0.379, 0.376, 0.379, 0.353, 0.198], "gap_ev": 10.64, "e_lumo_ev": 0.5, "smiles": "[H]/N=C/C(N)(N)C(=O)O", "e_homo_ha": -0.374}

---

Entry 9:
{"formula": "C3H7N3O2", "method": "ωB97M-V with the def2-TZVPD basis set", "symbols": ["C", "C", "C", "H", "H", "H", "H", "H", "H", "H", "N", "N", "N", "O", "O"], "positions_angstrom": [[1.54, -0.17, 0.04], [0.65, 0.83, 0.63], [-0.91, 0.63, -0.02], [3.09, 1.29, -0.10], [3.66, -0.07, -0.97], [2.29, -1.84, 0.13], [1.05, 1.79, 0.48], [0.47, 0.42, 1.79], [-0.40, -1.22, -0.16], [-3.03, -0.16, -0.52], [2.76, 0.31, -0.55], [1.31, -1.41, 0.23], [-1.35, -0.65, 0.17], [-1.67, 1.58, -0.19], [-2.56, -1.04, -0.25]], "nbo_charge": [0.455, -0.551, 0.642, 0.380, 0.425, 0.356, 0.233, 0.279, 0.420, 0.483, -0.879, -0.734, -0.348, -0.632, -0.529], "gap_ev": 9.41, "e_lumo_ev": 0.4, "smiles": "[H]/N=C(\\N)CC(=O)NO", "e_homo_ha": -0.331}

---

Entry 10:
{"formula": "C3H7N3O3", "method": "ωB97M-V with the def2-TZVPD basis set", "symbols": ["C", "N", "C", "C", "N", "O", "O", "N", "O", "H", "H", "H", "H", "H", "H", "H"], "positions_angstrom": [[-0.87, -1.42, -0.88], [-0.61, -0.99, 0.47], [-0.86, 0.26, 0.89], [1.63, 0.83, -0.47], [1.01, 1.74, -1.16], [0.26, -1.78, 1.20], [-0.46, 0.49, 2.15], [2.15, -0.04, 0.08], [-1.40, 1.11, 0.20], [1.17, -1.43, 1.06], [-0.73, 1.37, 2.42], [0.01, 1.81, -0.98], [1.49, 2.61, -1.33], [-1.27, -2.43, -0.86], [0.06, -1.41, -1.47], [-1.59, -0.74, -1.32]], "nbo_charge": [-0.429, -0.160, 0.863, 0.467, -0.862, -0.540, -0.669, -0.471, -0.713, 0.499, 0.501, 0.451, 0.414, 0.215, 0.201, 0.235], "gap_ev": 10.26, "e_lumo_ev": 0.6, "smiles": "CN(O)C(=O)O.N#CN", "e_homo_ha": -0.355}

---

Entry 11:
{"formula": "C3H7N3OS", "method": "ωB97M-V with the def2-TZVPD basis set", "symbols": ["C", "C", "C", "H", "H", "H", "H", "H", "H", "H", "N", "N", "N", "O", "S"], "positions_angstrom": [[-1.70, -1.61, 0.05], [-0.28, -1.60, -0.48], [0.57, 1.70, 0.39], [-2.30, -0.45, -0.01], [-2.32, -2.43, -0.77], [-1.80, -2.18, 1.30], [0.21, -2.45, -0.83], [-0.96, 0.45, 0.63], [2.30, 2.51, 0.49], [1.87, 0.25, -1.08], [0.51, -0.55, -0.40], [-0.06, 0.52, 0.20], [1.80, 1.72, 0.10], [2.32, 1.28, -1.07], [-0.17, 2.83, 1.48]], "nbo_charge": [-0.741, 0.044, 0.300, 0.249, 0.262, 0.273, 0.206, 0.411, 0.401, 0.497, -0.261, -0.452, -0.294, -0.559, -0.335], "gap_ev": 8.04, "e_lumo_ev": -0.1, "e_homo_ha": -0.298}

---

Entry 12:
{"formula": "C3H7N3OS", "method": "ωB97M-V with the def2-TZVPD basis set", "symbols": ["C", "C", "C", "H", "H", "H", "H", "H", "H", "H", "N", "N", "N", "O", "S"], "positions_angstrom": [[1.97, -0.17, 1.34], [0.14, 0.03, -0.32], [-0.64, -1.81, -1.43], [1.56, -0.55, 2.23], [2.23, -1.03, 0.70], [2.80, 0.45, 1.61], [-0.10, 2.07, 2.05], [-0.51, 0.69, -0.81], [-0.28, -2.59, -2.09], [-3.33, -0.77, -0.89], [1.03, 0.60, 0.58], [0.25, -1.23, -0.57], [-1.92, -1.65, -1.62], [-2.42, -0.75, -0.65], [0.79, 2.21, 1.01]], "nbo_charge": [-0.420, 0.343, 0.188, 0.195, 0.238, 0.212, 0.094, 0.197, 0.182, 0.477, -0.551, -0.562, -0.185, -0.607, 0.199], "gap_ev": 9.21, "e_lumo_ev": 0.6, "smiles": "CN(S)/C=N/C=N\\O", "e_homo_ha": -0.318}

---

Entry 13:
{"formula": "C3H7N3OS", "method": "ωB97M-V with the def2-TZVPD basis set", "symbols": ["C", "C", "C", "N", "N", "N", "O", "S", "H", "H", "H", "H", "H", "H", "H"], "positions_angstrom": [[-0.63, 0.56, -0.02], [1.93, 0.40, -0.06], [0.19, -1.65, -0.24], [-0.51, 1.89, -0.08], [0.46, -0.22, -0.18], [-1.90, 0.08, 0.30], [2.03, 1.63, -0.11], [3.04, -0.78, 0.12], [1.18, -2.27, -0.09], [-0.36, -2.09, 0.59], [-0.18, -2.04, -1.15], [0.53, 2.05, -0.16], [-1.21, 2.46, 0.28], [-2.52, 0.82, 0.26], [-2.03, -0.85, 0.54]], "nbo_charge": [0.683, 0.419, -0.470, -0.799, -0.477, -0.803, -0.652, -0.239, 0.284, 0.190, 0.210, 0.450, 0.394, 0.396, 0.417], "gap_ev": 8.19, "e_lumo_ev": 0.3, "e_homo_ha": -0.289}

---

Entry 14:
{"formula": "C3H7N3Si", "method": "ωB97M-V with the def2-TZVPD basis set", "symbols": ["C", "C", "C", "N", "N", "N", "Si", "H", "H", "H", "H", "H", "H", "H"], "positions_angstrom": [[-0.92, -0.10, -1.34], [-2.19, 0.63, -1.11], [1.44, -0.57, 1.87], [0.05, 0.07, -0.52], [-2.33, 1.64, -0.33], [-2.67, 2.44, 0.40], [1.61, -0.50, -0.07], [-0.91, -0.77, -2.25], [-2.93, 0.37, -1.82], [2.04, -1.41, 2.15], [1.84, 0.27, 2.47], [0.41, -0.69, 2.15], [2.52, 0.50, -0.92], [2.03, -1.88, -0.66]], "nbo_charge": [0.163, -0.325, -1.066, -0.906, 0.099, 0.040, 1.261, 0.164, 0.229, 0.226, 0.245, 0.246, -0.171, -0.205], "gap_ev": 8.99, "e_lumo_ev": 0.4, "e_homo_ha": -0.317}

---

Entry 15:
{"formula": "C3H7N4", "method": "ωB97M-V with the def2-TZVPD basis set", "symbols": ["C", "C", "C", "N", "N", "N", "N", "H", "H", "H", "H", "H", "H", "H"], "positions_angstrom": [[-1.47, 0.12, 0.47], [0.20, 1.74, -0.24], [-1.56, -0.94, -0.53], [-0.83, 1.20, 0.50], [1.15, 0.96, -0.58], [2.32, -0.61, 0.45], [1.62, -0.20, -0.51], [-2.08, 0.08, 1.38], [0.11, 2.82, -0.43], [-2.16, -1.76, -0.16], [-1.93, -0.64, -1.49], [2.38, -0.03, 1.43], [2.77, -1.50, 0.44], [-0.52, -1.23, -0.75]], "nbo_charge": [0.247, 0.295, -0.717, -0.444, -0.184, -0.458, 0.165, 0.215, 0.264, 0.262, 0.276, 0.408, 0.435, 0.237], "charge": 1, "gap_ev": 9.32, "e_lumo_ev": -4.9, "smiles": "C/C=N\\C=N/N=[NH2+]", "e_homo_ha": -0.523}

---

Entry 16:
{"formula": "C3H7N4", "method": "ωB97M-V with the def2-TZVPD basis set", "symbols": ["C", "C", "C", "N", "N", "N", "N", "H", "H", "H", "H", "H", "H", "H"], "positions_angstrom": [[3.52, 0.20, 0.04], [2.16, -0.16, 0.13], [-0.91, 0.53, -0.48], [4.58, 0.58, 0.08], [1.25, 1.16, 0.45], [1.67, -1.36, -0.12], [-0.10, 0.89, 0.73], [-1.70, -0.21, -0.26], [-1.39, 1.40, -0.79], [-0.31, 0.14, -1.26], [2.23, -2.11, -0.44], [0.64, -1.53, 0.04], [-0.36, 1.79, 1.15], [-0.23, 0.34, 1.68]], "nbo_charge": [0.138, 0.402, -0.437, -0.088, -0.377, -0.698, -0.414, 0.235, 0.248, 0.238, 0.446, 0.427, 0.457, 0.423], "charge": 1, "gap_ev": 9.03, "e_lumo_ev": -5.1, "smiles": "C[NH2+]/N=C(\\N)C#N", "e_homo_ha": -0.520}

---

Entry 17:
{"formula": "C3H7N4", "method": "ωB97M-V with the def2-TZVPD basis set", "symbols": ["C", "C", "C", "N", "N", "N", "N", "H", "H", "H", "H", "H", "H", "H"], "positions_angstrom": [[0.71, -0.93, -1.42], [0.31, -1.98, 0.53], [0.77, 1.39, -0.89], [0.85, 0.22, -1.57], [-0.32, 1.59, -0.23], [-0.55, 2.61, 0.58], [-0.87, -2.02, 1.03], [0.63, -1.95, -1.95], [1.04, -2.50, 1.05], [1.62, 2.10, -0.99], [0.14, 3.29, 0.72], [-1.52, 2.64, 0.97], [-1.17, -2.58, 1.75], [-1.65, -1.88, 0.41]], "nbo_charge": [0.347, 0.087, 0.052, -0.328, -0.182, -0.573, -0.645, 0.271, 0.167, 0.208, 0.378, 0.413, 0.398, 0.408], "charge": 1, "gap_ev": 8.48, "e_lumo_ev": -3.9, "e_homo_ha": -0.456}

---

Energy values (in eV) by entry order: -9742.9326; -9738.2627; -9738.8147; -9737.6482; -9741.4917; -9734.6461; -9734.6591; -11788.5825; -11786.1294; -13836.1293; -20572.0238; -20574.8658; -20577.1331; -15569.9839; -9174.3411; -9173.8916; -9173.0369.
ΔE to the lowest compared entry with this formula, charge and spin values (in kJ/mol) by entry order: 9.72; 460.29; 407.04; 519.59; 148.75; 809.24; 253.41; 263.46; 500.15; 240.18; 594.35; 320.13; 101.38; 242.22; 402.85; 446.22; 528.69.